Formula: C31H28N2O5
Source: the OMol25 dataset
Level of theory: ωB97M-V with the def2-TZVPD basis set

```
! wB97M-V def2-TZVPD RIJCOSX def2/J DEFGRID3
* xyz 0 1
C -6.107 -0.988 0.051
O -6.144 -1.768 1.301
C -4.793 -2.016 1.836
C -4.638 -1.487 3.415
C -4.741 -2.705 4.514
C -3.225 -3.190 4.990
C -2.672 -2.348 6.318
C -1.014 -2.148 6.287
C -0.017 -3.134 7.181
C 1.642 -3.019 7.165
C 2.345 -1.878 6.220
C 1.361 -0.903 5.333
C -0.309 -1.003 5.346
C -1.149 0.080 4.388
O -2.221 0.739 4.836
C -0.486 0.288 2.866
C -1.408 0.359 1.501
C -0.631 0.515 0.063
C 1.029 0.580 0.050
C 1.748 0.684 -1.438
C 1.248 -0.275 -2.654
C 2.148 -0.006 -3.982
C 3.320 1.087 -3.946
N 3.781 2.018 -2.878
C 2.935 1.731 -1.687
C 1.967 0.526 1.409
C 1.185 0.372 2.847
C 1.997 0.253 4.305
O 3.032 1.040 4.628
H -7.215 -0.613 -0.151
H -5.440 -0.013 0.108
H -5.775 -1.594 -0.897
H -4.038 -1.325 1.221
H -4.408 -3.116 1.714
H -5.429 -0.627 3.627
H -3.546 -1.058 3.488
H -5.409 -3.589 4.124
H -5.273 -2.252 5.480
H -3.204 -4.351 5.134
H -2.504 -2.964 4.066
H -3.223 -1.315 6.294
H -3.012 -2.930 7.278
H -0.455 -4.005 7.858
H 2.359 -3.733 7.768
H 3.507 -1.695 6.107
H -2.588 0.270 1.600
H -1.283 0.557 -0.911
H 0.380 -1.050 -2.527
H 1.936 -0.617 -4.970
H 3.950 1.186 -4.958
H 3.202 2.416 -0.744
H 3.141 0.586 1.428
C 4.875 4.875 -9.529
C 3.481 4.951 -9.494
C 2.738 3.915 -8.926
C 3.404 2.805 -8.388
C 4.802 2.723 -8.428
C 5.535 3.764 -9.001
N 2.630 1.724 -7.765
O 1.394 1.825 -7.767
O 3.256 0.776 -7.271
H 5.450 5.688 -9.968
H 2.974 5.820 -9.909
H 1.653 3.989 -8.907
H 5.331 1.865 -8.018
H 6.621 3.711 -9.035
*
```

Properties
ΔE to the lowest compared entry with this formula, charge and spin in eV: 26.281
HOMO-LUMO gap in eV: 6.88
DFT total energy in eV: -45789.325